Record 1
{
  "formula": "C25H51B2Cl2NO6",
  "method": "the ωB97M-V functional and the def2-TZVPD basis",
  "orbital_gap_ha": 0.17450,
  "e_above_lowest_kcal_mol": 323.2,
  "spin_multiplicity": 1,
  "elements": ["C", "C", "C", "C", "C", "C", "C", "C", "C", "C", "C", "B", "O", "O", "C", "C", "N", "C", "C", "C", "O", "O", "C", "O", "C", "C", "B", "C", "O", "C", "Cl", "C", "C", "C", "C", "H", "H", "H", "H", "H", "H", "H", "H", "H", "H", "H", "H", "H", "H", "H", "H", "H", "H", "H", "H", "H", "H", "H", "H", "H", "H", "H", "H", "H", "H", "H", "H", "H", "H", "H", "H", "H", "H", "H", "H", "H", "H", "H", "H", "H", "H", "H", "H", "H", "H", "H", "Cl"],
  "xyz": [[-2.4466, -3.0088, 4.0772], [-4.0895, -3.0486, 4.1301], [-4.7636, -3.7836, 2.8119], [-4.6204, -2.8843, 1.4452], [-4.1302, -3.7156, 0.1190], [-2.7518, -4.5851, 0.3172], [-1.5021, -3.9348, -0.5796], [-0.6625, -2.7767, 0.2422], [0.5152, -2.1558, -0.7699], [1.1760, -0.8242, -0.0673], [1.7274, 0.3084, -1.1143], [2.9501, -0.5415, -1.8874], [4.0913, -1.0834, -1.0678], [2.9386, -0.8258, -3.3417], [4.2424, -1.3083, -3.8225], [4.4335, -2.9619, -3.6623], [0.7446, 0.7564, -2.2107], [-0.0051, 1.9836, -1.6943], [-1.3118, 1.5029, -0.8296], [-2.7539, 1.7441, -1.6420], [-2.8856, 1.6841, -2.9705], [-3.9799, 1.9915, -0.8273], [1.1046, 2.9976, -1.0015], [0.7233, 3.8126, 0.1573], [-0.4144, 4.6983, -0.1059], [-0.0634, 6.3192, 0.1087], [1.8639, 4.0797, -2.0351], [1.7090, 3.9897, -3.7030], [2.6971, 5.2282, -1.5310], [2.1744, 1.8033, -0.5233], [3.6976, 2.1184, -1.6001], [2.8394, 1.8970, 0.9699], [1.8200, 1.6031, 2.2170], [2.2588, 0.3698, 3.2041], [1.0400, 0.2420, 4.3423], [-2.0726, -2.9409, 5.2065], [-2.0491, -4.0049, 3.5779], [-2.1077, -2.0359, 3.4947], [-4.3780, -3.6156, 5.1274], [-4.4871, -1.9510, 4.2365], [-4.2572, -4.8427, 2.7116], [-5.9128, -3.9367, 3.0860], [-5.7147, -2.4802, 1.1991], [-3.9521, -1.9246, 1.6741], [-3.9763, -2.9887, -0.7912], [-5.0051, -4.4485, -0.1749], [-2.9565, -5.6540, -0.1728], [-2.4487, -4.7759, 1.4351], [-1.9773, -3.4531, -1.5525], [-0.7118, -4.7730, -0.8926], [-0.1130, -3.3263, 1.1289], [-1.3643, -1.9109, 0.6670], [1.3519, -2.9996, -0.8232], [-0.0010, -1.9642, -1.8027], [0.4340, -0.3100, 0.6774], [2.0835, -1.2194, 0.5947], [4.8688, -0.4299, -1.0983], [4.2449, -1.1279, -5.0027], [5.1708, -0.7130, -3.4146], [5.0799, -3.4255, -4.5381], [5.0585, -3.1749, -2.6691], [3.3810, -3.4871, -3.5642], [1.2722, 1.1800, -3.0267], [0.1630, 0.0251, -2.6791], [-0.4584, 2.5940, -2.6148], [-1.3033, 0.3506, -0.5708], [-1.3838, 2.0978, 0.1780], [-3.8840, 1.5174, 0.0629], [-0.9632, 4.5357, -1.1247], [-1.2238, 4.4621, 0.7397], [-1.1074, 6.8855, 0.0055], [0.3024, 6.5508, 1.2173], [0.6919, 6.7313, -0.6843], [2.1251, 5.0056, -4.1686], [2.3598, 3.1162, -4.1655], [0.5971, 3.8926, -4.0547], [3.2853, 5.4610, -2.3088], [3.6772, 1.0482, 1.0157], [3.4433, 2.9161, 1.1064], [1.8302, 2.5868, 2.8934], [0.6947, 1.5236, 1.8279], [3.2610, 0.5542, 3.7833], [2.3222, -0.6811, 2.6934], [0.0791, 0.7391, 3.8466], [1.2738, 0.8428, 5.3198], [0.7407, -0.8847, 4.5473], [-4.3496, 3.1720, 0.6859]],
  "mulliken_charge": [-0.467, -0.691, -0.461, -0.365, -0.705, -0.237, -0.855, -0.090, -0.484, -0.870, -0.617, 0.832, -0.598, -0.562, -0.203, -0.814, 0.078, -0.179, -0.149, 0.324, -0.629, -0.383, 0.055, -0.378, -0.113, -0.993, 0.913, -0.886, -0.693, 0.529, -0.281, -0.929, -0.234, -0.251, -0.898, 0.333, 0.154, 0.008, 0.339, 0.302, 0.245, 0.295, 0.325, 0.064, 0.277, 0.326, 0.276, 0.125, 0.233, 0.303, 0.243, -0.051, 0.388, 0.085, 0.332, 0.424, 0.331, 0.316, 0.211, 0.332, 0.199, 0.202, 0.510, 0.530, 0.291, -0.084, 0.171, 0.362, 0.229, 0.330, 0.368, 0.263, 0.191, 0.342, 0.187, 0.281, 0.288, 0.304, 0.370, 0.414, -0.179, 0.368, 0.102, 0.253, 0.298, 0.234, -0.754]
}

Record 2
{
  "formula": "C25H51ClF3NO2",
  "method": "the ωB97M-V functional and the def2-TZVPD basis",
  "orbital_gap_ha": 0.33355,
  "smiles": "CCCO[C@H](N)[C@@H](CCC(F)=C(F)F)OC[C@@H](Cl)CC.CCCCCC.CCCCCC",
  "spin_multiplicity": 1,
  "elements": ["C", "C", "C", "O", "C", "N", "C", "C", "C", "C", "F", "C", "F", "F", "O", "C", "C", "Cl", "C", "C", "H", "H", "H", "H", "H", "H", "H", "H", "H", "H", "H", "H", "H", "H", "H", "H", "H", "H", "H", "H", "H", "H", "H", "C", "C", "C", "C", "C", "C", "H", "H", "H", "H", "H", "H", "H", "H", "H", "H", "H", "H", "H", "H", "C", "C", "C", "C", "C", "C", "H", "H", "H", "H", "H", "H", "H", "H", "H", "H", "H", "H", "H", "H"],
  "xyz": [[1.5732, 1.3448, 2.0746], [1.4515, 2.0665, 0.7094], [1.5664, 1.0775, -0.4630], [1.0925, -0.2295, -0.1042], [-0.0300, -0.6150, -0.8897], [-1.1807, 0.1940, -0.4238], [-0.4376, -2.1044, -0.7763], [0.6818, -3.1171, -0.6010], [1.4947, -3.0580, 0.7044], [0.7105, -2.9143, 1.9668], [0.7175, -1.7022, 2.5305], [0.0031, -3.8293, 2.5637], [-0.5299, -4.8368, 1.9582], [-0.2357, -3.7379, 3.8343], [-1.4762, -2.2719, 0.1792], [-2.6937, -2.6926, -0.3698], [-3.8069, -2.5346, 0.7010], [-3.1353, -2.5315, 2.3559], [-4.5606, -1.2379, 0.3812], [-5.5951, -0.8159, 1.4423], [0.6519, 0.8089, 2.2864], [1.7302, 2.0748, 2.8729], [2.4405, 0.6842, 2.0618], [2.2314, 2.8276, 0.6694], [0.4544, 2.5146, 0.7028], [2.5998, 0.9546, -0.8006], [0.9987, 1.4958, -1.3014], [0.1204, -0.3408, -1.9409], [-0.9935, 0.3471, 0.5656], [-1.1442, 1.1198, -0.8431], [-0.9075, -2.3317, -1.7420], [1.3616, -3.0188, -1.4554], [0.2491, -4.1164, -0.7083], [2.2381, -2.2657, 0.6329], [2.0570, -3.9921, 0.7847], [-3.0159, -2.0956, -1.2301], [-2.5931, -3.7505, -0.6572], [-4.5217, -3.3461, 0.5764], [-3.8786, -0.4269, 0.1196], [-5.1193, -1.4530, -0.5380], [-5.2191, -0.0052, 2.0635], [-5.9532, -1.6547, 2.0389], [-6.4690, -0.4253, 0.9130], [2.4056, -0.5039, -4.0084], [3.3598, -0.9436, -5.1132], [4.0782, -2.2556, -4.8024], [4.9828, -2.2225, -3.5689], [6.0813, -1.1613, -3.5986], [7.0788, -1.3521, -4.7370], [2.9276, -0.3026, -3.0710], [1.8907, 0.4129, -4.3031], [1.6475, -1.2689, -3.8202], [4.0838, -0.1484, -5.3105], [2.7896, -1.0728, -6.0371], [4.6639, -2.5526, -5.6770], [3.3313, -3.0442, -4.6616], [5.4444, -3.2083, -3.4532], [4.3724, -2.0722, -2.6728], [6.6237, -1.2002, -2.6500], [5.6437, -0.1606, -3.6586], [7.5572, -2.3318, -4.6750], [7.8616, -0.5935, -4.6885], [6.5992, -1.2659, -5.7135], [-2.9884, 1.5432, 3.9382], [-2.8651, 2.3545, 2.6521], [-1.8054, 3.4533, 2.7242], [-2.0626, 4.5358, 3.7736], [-3.3934, 5.2721, 3.6313], [-3.5243, 6.0414, 2.3204], [-3.3074, 2.1597, 4.7804], [-3.7258, 0.7487, 3.8125], [-2.0348, 1.0766, 4.1949], [-3.8388, 2.7801, 2.3916], [-2.6009, 1.6739, 1.8357], [-1.7109, 3.9179, 1.7373], [-0.8326, 2.9940, 2.9329], [-1.2467, 5.2643, 3.7253], [-2.0091, 4.0945, 4.7729], [-3.4869, 5.9787, 4.4607], [-4.2285, 4.5731, 3.7309], [-2.7205, 6.7736, 2.2169], [-4.4734, 6.5792, 2.2873], [-3.4948, 5.3753, 1.4564]],
  "mulliken_charge": [-1.044, -0.173, -0.799, -0.009, -0.266, -0.303, -0.611, -0.986, -0.708, 0.399, -0.277, 0.255, -0.244, -0.247, 0.138, -0.886, 0.118, -0.205, -0.426, -1.089, 0.087, 0.449, 0.343, 0.436, -0.045, 0.368, 0.380, 0.455, 0.033, 0.371, 0.516, 0.184, 0.466, 0.313, 0.557, 0.455, 0.175, 0.507, 0.221, 0.302, 0.077, 0.302, 0.401, -0.698, -0.626, -0.746, -0.288, -0.439, -1.253, 0.008, 0.438, 0.221, 0.302, 0.371, 0.343, 0.374, 0.421, -0.016, 0.412, 0.218, 0.295, 0.387, 0.289, -1.249, 0.296, -0.170, -1.021, -0.449, -1.186, 0.360, 0.328, 0.252, 0.379, -0.262, 0.419, -0.075, 0.437, 0.340, 0.408, 0.238, 0.292, 0.389, 0.272]
}

Record 3
{
  "formula": "C25H51ClO2P2Si2Tc",
  "method": "the ωB97M-V functional and the def2-TZVPD basis",
  "orbital_gap_ha": [0.18036, 0.25174],
  "e_above_lowest_kcal_mol": 1.5,
  "spin_multiplicity": 4,
  "s_squared": 3.77,
  "elements": ["Tc", "C", "C", "C", "Si", "C", "C", "Si", "H", "H", "H", "Cl", "C", "C", "C", "C", "H", "H", "H", "H", "H", "H", "H", "H", "H", "H", "H", "H", "C", "C", "P", "H", "H", "P", "H", "H", "C", "C", "C", "C", "C", "H", "C", "H", "H", "H", "H", "H", "H", "H", "C", "C", "H", "H", "H", "H", "H", "H", "H", "C", "C", "H", "H", "H", "H", "H", "H", "C", "C", "H", "H", "H", "H", "H", "H", "H", "C", "H", "H", "H", "O", "C", "O", "H"],
  "xyz": [[-0.3735, 0.0444, 0.2023], [-1.3995, 0.0050, 2.1578], [-1.7787, 1.1868, 1.4598], [-2.4109, 0.7338, 0.2182], [-1.3265, 2.8746, 2.1405], [-2.3823, -0.6920, 0.1942], [-1.7258, -1.1679, 1.4175], [-1.2811, -2.8694, 2.0746], [-1.0452, -0.0129, 3.1848], [-2.8483, 1.3512, -0.5629], [-2.7990, -1.3016, -0.6050], [2.4433, 0.1587, -3.9281], [-0.9837, -2.8567, 3.9155], [-2.6646, -4.0738, 1.7243], [-1.0178, 2.8253, 3.9790], [-2.7072, 4.0784, 1.7908], [-3.5547, -3.6656, 2.2244], [-2.4196, -5.0423, 2.1794], [-2.8901, -4.2179, 0.6627], [-0.1549, -2.1988, 4.1895], [-0.7722, -3.8618, 4.3015], [-1.9010, -2.4873, 4.3937], [-3.6063, 3.6359, 2.2450], [-2.9023, 4.2582, 0.7283], [-2.4876, 5.0310, 2.2913], [-1.9487, 2.4872, 4.4526], [-0.7509, 3.8081, 4.3883], [-0.2236, 2.1133, 4.2201], [0.3222, -3.3480, 1.2014], [0.2846, 3.3278, 1.2691], [0.3423, -2.3630, -0.3346], [0.3874, -4.4270, 0.9865], [1.1943, -3.0694, 1.8141], [0.2952, 2.4295, -0.3163], [1.1384, 2.9618, 1.8625], [0.4262, 4.4114, 1.1275], [1.9395, 2.9324, -1.0099], [-0.9566, 3.3638, -1.3615], [-0.9173, -3.2658, -1.3961], [1.9561, -2.8840, -1.0801], [3.0038, -1.7928, -0.9166], [1.7186, -2.9945, -2.1519], [2.5508, -4.1801, -0.5279], [2.7999, -4.0670, 0.5365], [3.4868, -4.3639, -1.0739], [1.9019, -5.0520, -0.6593], [2.6864, -0.8931, -1.4462], [3.9453, -2.1377, -1.3711], [3.1862, -1.5778, 0.1489], [-1.8851, -3.0781, -0.9064], [-0.6976, -4.7746, -1.4945], [-0.9547, -2.6606, -2.7956], [-0.7184, -5.2982, -0.5323], [0.2402, -5.0029, -2.0170], [-1.5194, -5.1845, -2.0958], [-1.1980, -1.5922, -2.8036], [-1.7251, -3.1820, -3.3793], [0.0040, -2.7991, -3.3111], [-1.9262, 3.1427, -0.8863], [-0.9755, 2.8090, -2.7849], [-0.7449, 4.8776, -1.3934], [-0.7520, 5.3505, -0.4036], [-1.5775, 5.3126, -1.9630], [0.1846, 5.1325, -1.9203], [-1.2216, 1.7412, -2.8266], [-0.0073, 2.9608, -3.2825], [-1.7384, 3.3502, -3.3617], [2.9816, 1.8507, -0.7410], [2.5028, 4.2508, -0.4781], [1.7590, 3.0009, -2.0964], [2.7166, 4.1698, 0.5968], [1.8550, 5.1149, -0.6552], [3.4549, 4.4276, -0.9980], [2.9782, 1.5332, 0.3117], [3.9833, 2.2387, -0.9759], [2.7937, 0.9913, -1.3868], [0.6662, 0.0514, -3.9479], [0.2490, 0.0970, -2.9198], [0.2935, 0.8648, -4.6045], [0.3849, -0.8841, -4.4664], [2.6915, -1.2838, 2.4542], [1.7226, -0.5135, 2.4349], [1.2482, 0.0515, 1.3285], [1.1525, -0.2206, 3.3607]],
  "mulliken_spin": [2.004, -0.026, 0.048, 0.032, -0.002, 0.190, 0.094, -0.002, 0.022, 0.018, 0.005, 0.001, 0.000, 0.016, 0.013, 0.005, 0.000, 0.001, -0.001, 0.001, -0.001, 0.000, 0.002, 0.000, -0.001, 0.001, 0.000, -0.003, 0.055, 0.015, 0.123, -0.006, 0.000, 0.007, 0.001, -0.001, -0.056, -0.001, -0.022, -0.035, 0.054, 0.006, 0.011, 0.001, -0.001, 0.002, 0.018, 0.001, 0.002, -0.004, 0.002, 0.035, -0.001, 0.002, 0.000, 0.006, 0.002, 0.002, -0.001, 0.024, -0.001, -0.001, 0.001, 0.000, 0.008, 0.001, 0.002, 0.109, 0.006, 0.005, 0.000, -0.001, 0.000, -0.005, 0.001, -0.023, -0.011, 0.111, 0.001, 0.001, 0.007, 0.021, 0.101, 0.008]
}

| no. | E_tot (eV) |
| --- | --- |
| 1 | -66912.038 |
| 2 | -53010.586 |
| 3 | -79902.415 |